55
Properties=species:S:1:pos:R:3:forces:R:3:mulliken_charge:R:1 method="wB97M-V/def2-TZVPD" total_charge=+2 max_force_ev_per_a=6.57 homo_ev=-15.09 lumo_energy_ev=-12.483 gap_ev=2.60 total_energy_ha=-2242.9535
In -2.38090 0.89739 -2.14150 0.8 -0.5 0.6 1.064
Cl 3.54591 -2.15401 0.39267 -0.1 0.1 0.1 -0.141
Cl 1.79735 -3.17183 2.52178 0.0 0.0 0.0 -0.153
F -0.42803 -0.53525 -0.42947 -0.3 0.5 0.6 -0.986
O 0.06063 2.57647 -1.12915 0.0 0.2 -0.3 -0.414
O -2.46264 1.62736 0.90578 -2.4 0.9 -6.1 -0.286
O -3.71240 -1.62453 -0.42618 -0.3 0.6 -0.7 -0.413
O 0.12531 0.28534 -3.82062 -0.1 0.9 -0.6 -0.583
N -1.12804 0.58478 2.17188 1.1 -1.0 1.0 0.690
N 1.58526 1.46707 -0.05548 1.1 -0.7 1.7 0.505
N -2.26463 -2.27598 1.06007 0.8 -1.0 2.7 0.357
N 2.32252 0.43916 -4.52714 -1.4 1.1 -0.6 -0.184
C 2.09738 1.51098 -5.52397 0.8 -0.1 0.4 -0.833
C 2.84375 1.20974 0.63636 -0.2 0.2 -1.2 -1.012
C -0.39205 0.34049 3.35017 0.9 -1.0 0.6 -1.040
C -2.08652 1.47954 1.99728 1.0 1.5 4.6 0.491
C -2.56825 2.37748 3.12661 0.0 -0.4 -0.2 -1.180
C 1.70491 -0.97255 -2.64693 0.3 -0.5 -1.6 -0.497
C 1.87851 -2.34604 0.94941 0.0 -0.3 0.3 0.626
C 2.23048 3.54170 -1.18874 0.2 1.4 0.1 -1.125
C 1.24960 2.53199 -0.77479 -0.8 -0.2 -1.2 0.786
C -1.87357 -2.88319 2.36767 0.9 0.0 -1.0 -0.728
C 1.31319 -0.02793 -3.73349 0.2 0.1 0.4 0.500
C -3.48371 -2.32608 0.55652 -0.9 -0.6 -0.3 0.864
C -4.53017 -3.21753 1.14506 -1.4 0.4 0.2 -1.361
H 0.81344 -1.56840 -2.45111 0.3 0.3 0.8 0.124
H 2.72096 0.48796 1.44386 0.0 0.3 -0.1 0.258
H 1.15903 1.38121 -6.06320 0.3 -0.1 0.0 0.296
H -4.33867 -4.28915 1.20029 0.4 0.1 -0.3 0.368
H -2.12845 2.17976 4.10415 -0.2 -0.2 -0.1 0.412
H -5.43620 -3.01686 0.57326 0.1 -0.4 -0.4 0.357
H 1.40611 -1.37988 1.12681 0.1 -0.1 -0.5 -0.665
H 2.99406 1.57688 -6.14019 -0.3 -0.6 -0.5 0.377
H 1.36179 -2.96349 0.21466 -0.1 0.3 0.1 0.332
H 2.41020 -1.62165 -3.16590 0.5 -0.3 0.7 0.578
H 3.45789 0.78444 -0.15739 0.5 -0.6 0.1 0.451
H 3.21584 3.52346 -0.72307 -0.2 -0.2 0.1 0.379
H -2.60777 -3.06183 3.15326 -0.5 0.5 -0.6 0.359
H -0.86804 0.00491 1.38686 -0.1 0.2 -1.0 -0.255
H -1.00764 0.00741 4.18575 -0.2 0.1 0.1 0.421
H 2.12842 2.50814 -5.08486 -0.5 0.0 0.6 0.252
H -4.88530 -2.92309 2.13262 0.6 0.2 0.3 0.373
H 2.15757 -0.37614 -1.85478 -0.2 -0.6 0.2 -0.073
H -1.60488 -1.71199 0.54360 0.6 0.3 -0.4 -0.052
H -1.02466 -2.34522 2.78963 -0.2 0.2 -0.1 0.059
H 0.87233 0.75204 -0.03166 -0.9 -0.8 -0.1 -0.118
H 0.24144 1.14800 3.71723 -0.1 0.3 -0.2 0.332
H -1.44816 -3.86117 2.14254 0.0 -0.3 -0.1 0.378
H -3.65023 2.24783 3.10209 0.0 0.1 0.5 0.342
H -2.38621 3.42457 2.88461 0.1 -0.1 -0.2 0.319
H 3.24948 0.03811 -4.52884 -0.3 -0.2 0.4 0.282
H 0.24893 -0.48752 3.04745 0.4 0.0 0.6 0.260
H 3.39854 2.11248 0.89202 -0.4 0.1 0.4 0.355
H 1.71899 4.47638 -0.95883 0.3 0.3 0.1 0.357
H 2.38703 3.61814 -2.26473 -0.3 -0.5 -0.1 0.197

125
Properties=species:S:1:pos:R:3:forces:R:3:mulliken_charge:R:1 method="wB97M-V/def2-TZVPD" max_force_ev_per_a=3.33 homo_ev=-8.88 lumo_energy_ev=0.391 gap_ev=9.27 total_energy_ha=-3362.2257
Si 1.91109 1.23942 -2.02892 1.4 0.3 0.7 -0.587
Si -0.77296 2.11807 -1.35823 0.5 1.5 1.0 0.131
F 0.35024 3.71610 1.53815 -0.5 2.1 -2.1 -0.082
F 0.82653 5.13222 -0.25768 -1.6 -1.1 2.2 -0.242
F -0.17373 5.90950 1.59429 0.3 -2.0 -1.4 -0.301
O 0.92124 2.34169 -1.13708 -1.4 -1.9 -1.6 0.299
O 3.71275 5.95772 3.84219 -0.3 -0.1 0.6 -0.573
O 4.02062 2.43033 0.72001 0.2 2.1 -2.6 -0.576
O 1.07871 -3.63069 3.36563 -0.5 -1.2 0.6 -0.378
O -3.03359 -3.14155 -2.06295 0.0 1.4 2.7 -0.401
O -1.15894 1.15405 1.28716 -1.2 -1.2 -0.5 -0.234
O -3.68579 -3.23982 0.19740 0.4 1.3 -3.0 -0.594
O 2.86163 5.67613 5.86612 0.3 0.5 0.2 -0.373
O 2.67012 -5.27254 -1.99713 0.5 0.1 0.1 -0.532
O -0.69040 -1.98427 2.25880 -0.7 0.6 2.1 0.121
O -5.08279 3.00983 -2.59739 -0.4 0.0 0.5 -0.542
O -2.45573 3.90079 1.08044 0.4 0.3 -1.1 -0.480
O -6.61304 2.93524 -1.00227 0.3 0.4 0.3 -0.411
O 4.81774 -4.83369 -1.70859 -0.2 0.4 0.2 -0.253
N 4.64379 4.67773 0.69736 -0.5 -1.2 -1.1 -0.603
C 3.59435 -1.12148 -1.72503 -0.5 0.9 -1.1 -1.101
C -4.40832 -1.22897 -1.04929 1.1 -1.2 -0.5 -0.579
C 1.35831 -4.95438 2.86505 0.0 -0.2 -1.0 -0.363
C -1.55278 3.89864 -1.30994 0.5 -0.4 -0.1 -0.557
C 6.11139 -5.15861 -1.17973 0.2 -0.1 -0.2 -0.408
C 1.33527 0.87107 -3.81683 0.2 -0.7 -1.1 -0.573
C -0.09278 4.76814 0.74386 -0.8 0.7 0.8 0.774
C 4.02082 -7.14202 -1.47416 -0.1 -0.3 0.6 -1.286
C 2.24016 -0.42719 -1.13636 0.6 -1.4 0.4 0.394
C -0.63987 -0.65883 2.84578 -0.5 1.0 -0.7 -0.754
C -1.00505 -2.49246 -3.97160 1.2 0.3 0.1 -0.981
C 3.64634 2.10199 -2.17087 0.1 1.0 0.5 -0.724
C -1.61327 0.98599 -0.07128 -1.2 -0.5 0.4 0.003
C -1.83532 0.18388 2.14604 0.9 -0.2 0.7 -0.132
C -0.69862 -3.63171 -2.88973 -1.1 -0.5 -0.9 -0.598
C -0.16148 -3.57417 4.08859 -1.0 0.5 0.4 -0.489
C -3.68014 -2.65909 -0.89343 -0.9 -0.1 1.3 0.663
C 1.59631 4.90465 3.91016 -0.3 0.4 -0.1 -0.468
C 3.65310 3.57032 -1.49847 1.5 -0.3 -0.2 -0.467
C 2.79029 5.57865 4.52420 0.1 -0.3 -0.5 0.562
C 0.90303 -0.67317 -4.04806 -1.0 0.8 -0.5 -0.743
C -8.54509 1.59868 -0.37263 0.0 -0.2 -0.1 -0.963
C 3.77144 -5.67979 -1.71782 -0.3 -0.1 -0.3 0.857
C -0.53494 -1.02491 -3.46577 -1.0 -1.1 -0.5 1.091
C -1.32097 -2.85929 3.21900 0.6 -1.7 -0.8 -0.698
C -1.57033 4.54743 0.14290 -0.4 1.4 -1.3 -0.425
C 4.08696 3.46727 0.03033 -0.4 -0.9 1.9 0.481
C 1.61402 4.00386 7.11338 0.0 -0.2 -0.1 -0.883
C -1.72131 -3.64049 -1.65617 1.4 -1.8 0.3 0.193
C -6.24107 2.85582 -2.29369 0.3 -0.2 -0.3 0.868
C 0.47321 -5.23890 1.56067 -0.4 0.2 0.0 -0.141
C 6.97939 -5.81625 -2.23306 0.0 -0.2 -0.1 -0.994
C 1.74896 5.46750 6.74594 0.0 -0.3 0.1 -0.354
C -7.26997 2.47617 -3.32119 -0.3 0.5 -0.4 -1.103
C -7.97755 2.99093 -0.55941 -0.2 -0.3 0.1 -0.385
H 6.02871 -5.76002 -0.27247 -0.1 0.0 -0.1 0.332
H -6.96046 2.88667 -4.28395 0.1 -0.2 0.1 0.316
H -9.56054 1.64943 0.02805 0.1 0.0 0.0 0.377
H 1.46467 5.29571 2.90412 0.3 -0.2 0.2 -0.079
H -0.92059 4.52915 -2.02845 -0.9 -0.7 1.1 0.335
H -7.32037 1.38891 -3.39783 0.0 0.1 0.0 0.259
H 1.41712 -1.20509 -1.32141 0.9 1.3 0.6 -0.184
H 3.92289 2.24219 -3.27511 -0.3 -0.3 1.6 0.510
H -0.59651 -1.06115 -2.33263 0.3 0.3 -1.2 -0.892
H -0.35989 -2.71157 -4.89048 -0.9 0.1 1.1 0.419
H 5.32356 4.32740 1.39386 -1.0 0.3 -0.2 0.340
H -1.14573 1.58753 -2.68256 0.1 -0.1 0.1 -0.331
H 2.54303 3.63177 7.54936 0.0 0.1 0.0 0.293
H -8.58600 3.60325 -1.22742 0.1 -0.1 -0.1 0.357
H -0.85123 -4.62960 -3.43477 0.3 1.3 0.8 0.437
H 2.43183 -0.30255 -0.01605 -0.7 -0.1 -1.5 0.591
H -1.30205 -3.11054 -0.72916 -0.8 -0.3 -1.4 -0.269
H -7.96360 3.50514 0.40372 0.2 0.0 -0.1 0.323
H 1.09776 -5.65879 0.69761 -1.0 0.4 1.3 0.122
H -1.88505 -4.72684 -1.32113 0.4 1.5 -0.4 0.439
H 1.77661 3.82992 3.85354 0.0 0.1 0.0 0.243
H -2.58883 3.81834 -1.78855 1.1 0.3 1.0 0.410
H 2.25422 1.01941 -4.49412 -1.2 -0.1 1.1 0.411
H 4.45609 1.51225 -1.61277 -1.2 0.7 -1.1 0.283
H -3.85971 -0.70212 -1.90298 -1.1 -0.5 1.2 0.141
H 0.55517 1.60190 -4.22986 0.9 -1.2 0.6 0.412
H 6.56434 -4.21086 -0.88168 -0.3 0.0 -0.1 0.336
H 0.35813 -0.14607 2.60963 -1.5 -0.8 0.0 0.218
H -5.51252 -1.38908 -1.26530 1.4 0.3 0.2 0.417
H -7.92490 1.02204 0.31630 0.0 0.1 0.0 0.275
H 7.98358 -5.99925 -1.84240 -0.1 0.0 0.0 0.376
H 0.66417 5.10431 4.43745 0.0 -0.2 0.1 0.272
H 0.39113 -3.63626 -2.55415 -1.5 0.2 -0.2 0.113
H -2.50858 0.68076 2.91772 1.0 -0.2 -0.9 0.263
H 0.02520 -2.98186 5.04572 -0.2 -0.8 -1.2 0.330
H 7.05752 -5.17956 -3.11622 0.0 0.0 0.1 0.289
H -2.51528 -0.51279 1.53885 1.2 0.8 0.8 -0.050
H 3.80769 -0.61533 -2.73385 0.0 -0.8 1.2 0.262
H -0.57880 -4.60946 4.36230 0.8 1.3 -0.2 0.353
H 1.67150 -1.41051 -3.66158 -0.8 1.0 -0.3 0.038
H -8.57411 1.04720 -1.31400 -0.1 0.1 0.0 0.263
H -1.35804 -0.31184 -3.81205 1.4 -0.6 0.4 0.208
H -1.59659 -0.12562 -0.37532 0.2 1.4 0.3 -0.026
H -0.73112 -0.64848 3.97975 0.0 -0.3 -1.3 0.377
H -2.73387 1.26993 -0.07691 1.3 -0.3 -0.4 0.025
H 6.55967 -6.76847 -2.56213 0.1 0.0 0.1 0.267
H 3.10721 -7.58300 -1.07123 0.0 0.1 -0.3 0.314
H 0.84287 -0.81924 -5.18519 0.1 0.1 1.6 0.537
H 4.50150 -0.92395 -1.07772 -1.2 -0.4 -0.6 0.311
H -4.25316 -0.70001 -0.05938 -0.3 -0.6 -1.3 0.109
H 0.82908 5.87827 6.32553 0.1 -0.1 -0.1 0.361
H 0.01986 -4.25325 1.18990 0.9 -1.3 0.6 -0.244
H 2.70353 4.16160 -1.67090 1.0 -0.7 0.6 0.064
H -1.83872 -3.69483 2.63044 0.6 1.3 0.6 0.169
H 4.26425 -7.62969 -2.41931 0.0 0.0 0.1 0.293
H -0.42090 -5.90871 1.81028 1.3 0.7 -0.5 0.273
H 0.80600 3.86302 7.83604 0.1 0.0 0.0 0.343
H 3.44443 -2.22132 -1.95286 0.3 1.3 0.6 0.156
H -2.08676 -2.50377 -4.32070 1.4 0.0 0.7 0.370
H 4.80089 -7.33362 -0.73849 0.1 0.0 -0.2 0.389
H -8.25838 2.88670 -3.11935 0.0 -0.2 0.1 0.357
H 1.96187 6.04597 7.64746 0.2 0.0 -0.2 0.306
H -3.34832 3.99398 0.67622 0.9 -0.1 0.4 0.339
H -1.98297 5.61329 0.01656 1.0 -1.2 0.2 0.291
H 2.45847 -5.03930 2.55438 -1.5 0.5 0.7 0.231
H 3.86111 5.14746 1.17528 0.7 -0.1 -0.1 0.287
H 1.40327 3.38797 6.23750 -0.1 0.1 0.0 0.226
H 4.50060 4.14287 -2.01797 -1.2 -0.5 0.9 0.413
H -2.10846 -2.34049 3.84975 1.0 -0.5 -0.6 0.470
H 1.17048 -5.69500 3.70438 0.2 0.6 -1.1 0.326

57
Properties=species:S:1:pos:R:3:forces:R:3:mulliken_charge:R:1 method="wB97M-V/def2-TZVPD" total_charge=-1 max_force_ev_per_a=8.07 homo_ev=-6.18 lumo_energy_ev=1.691 gap_ev=7.87 total_energy_ha=-2515.5359
Cl -6.18763 0.77280 5.37169 0.0 -0.1 -0.7 -0.253
S -5.20040 1.29128 1.53580 0.1 -1.8 -6.6 1.133
S -7.00561 0.15865 3.50897 -5.7 -4.6 -3.4 0.987
O -1.68154 0.01808 -1.33163 -0.3 0.4 -0.6 -0.607
O 1.74894 -0.38431 0.05635 0.2 -0.4 -0.5 -0.673
O -6.56761 -1.28178 3.15257 0.0 5.0 1.7 -0.526
O -8.56033 0.07958 3.77301 5.5 1.5 -0.4 -0.641
O -4.79288 -0.12363 0.97472 -1.0 4.4 3.1 -0.624
O -5.26358 2.21588 0.25762 -0.2 -1.8 4.7 -0.757
O 6.35621 -3.00158 -1.33674 0.5 0.4 0.4 -0.640
N 8.44051 -2.17151 -1.27589 -0.6 -0.1 0.2 -0.164
N -1.76740 1.46917 -3.04159 0.0 -0.2 0.2 -0.139
N 3.20310 -1.27610 -1.40212 -0.4 0.1 0.2 -0.082
N -6.79678 1.33659 2.23814 2.6 -1.6 2.2 -0.449
C 9.52926 -1.35954 -0.78518 0.1 -0.2 -0.3 -0.821
C 3.62819 -2.06643 -2.53355 0.4 -0.1 0.2 -0.833
C -4.35361 3.27019 3.58015 -0.2 0.4 0.8 -0.980
C -2.36745 0.63694 -2.14296 0.3 -0.6 0.7 0.717
C -2.39067 2.27556 -4.06469 0.4 0.0 0.1 -0.912
C -2.02527 -0.04235 2.61869 -0.7 -0.9 0.4 -0.791
C -3.84685 2.04034 2.61984 1.7 0.9 0.9 0.213
C -3.00057 0.94069 3.49612 1.0 0.0 0.3 -0.575
C -3.86504 0.51227 -2.18641 -0.1 -0.2 0.0 -1.210
C 0.81049 -1.79103 -1.64159 -0.3 -0.1 0.2 -1.028
C 1.93697 -1.09706 -0.92770 0.0 0.6 0.8 0.808
C 6.80571 -1.40651 0.39423 -0.2 0.1 0.1 -1.311
C 7.16663 -2.25205 -0.79531 -0.3 -0.7 -0.6 0.744
H -3.64754 0.26867 4.20672 1.0 1.5 -1.5 0.112
H 8.60826 -2.76888 -2.07683 0.0 0.2 0.2 0.244
H -4.17966 0.12405 -3.15904 0.0 0.2 -0.1 0.419
H -5.52782 3.41540 3.60862 2.5 -0.5 -0.1 0.237
H -2.67928 -1.00461 2.35141 1.5 2.3 0.1 0.195
H 4.33401 -2.81906 -2.17482 -0.1 0.0 -0.4 0.281
H 9.24312 -0.75581 0.07706 0.0 -0.2 -0.2 0.318
H 3.90746 -0.77829 -0.87057 -0.2 -0.2 -0.2 0.135
H 4.13585 -1.40353 -3.23800 0.0 -0.2 -0.2 0.243
H -1.17596 -0.44429 3.34087 -1.5 1.0 -1.6 0.343
H -1.58274 0.46504 1.63587 -1.0 -1.2 2.3 0.156
H -4.19688 -0.18478 -1.41223 0.2 0.3 0.0 0.149
H -0.13630 -1.55371 -1.14903 0.3 0.1 -0.1 0.052
H -3.47610 2.16819 -4.07628 0.2 0.0 0.1 0.355
H -2.12976 3.31989 -3.87838 -0.2 0.1 -0.2 0.281
H -2.28633 1.57210 4.21472 -1.6 -1.1 -1.6 0.392
H 5.75943 -1.57793 0.66117 0.2 -0.1 -0.1 0.281
H 2.79402 -2.55950 -3.03443 0.0 0.2 0.2 0.381
H -3.88850 4.32892 3.28715 -0.9 -2.5 0.4 0.233
H 6.93171 -0.34764 0.15210 0.1 -0.1 0.2 0.359
H -4.32673 1.48507 -1.99666 -0.1 -0.2 0.0 0.392
H -3.97306 3.02349 4.68338 -1.0 0.6 -2.4 0.295
H 0.95660 -2.87414 -1.60624 0.1 0.0 -0.2 0.408
H -0.75877 1.50090 -2.95129 -0.3 0.0 0.0 0.248
H 7.42985 -1.67896 1.24963 0.0 0.2 0.0 0.412
H 10.34976 -2.02528 -0.50774 0.1 0.3 0.1 0.279
H 9.85555 -0.70463 -1.59631 0.2 0.1 0.2 0.277
H 0.75668 -1.44715 -2.67809 0.0 -0.2 0.0 0.363
H -3.06567 2.52249 1.85601 -2.0 -1.4 1.3 0.289
H -1.98401 1.96979 -5.03136 -0.2 0.2 -0.2 0.287

14
Properties=species:S:1:pos:R:3:forces:R:3:mulliken_charge:R:1 method="wB97M-V/def2-TZVPD" total_charge=+1 max_force_ev_per_a=2.79 homo_ev=-14.34 smiles=CO[C@H]1[C@@H]2[NH2+][C@@H]21 lumo_energy_ev=-3.374 gap_ev=10.97 total_energy_ha=-286.8216
O -1.25104 0.45212 0.55383 0.0 0.5 -0.5 -0.303
N 1.56257 -0.13081 -1.46483 0.3 -0.5 -0.4 -0.145
C 1.33061 0.27295 -0.08649 -2.8 -0.4 -0.2 -0.331
C 0.41031 0.72249 -1.15046 -0.6 -0.1 0.6 0.008
C -1.68134 -0.28078 1.70217 -0.1 -0.2 0.4 -0.695
C -0.40962 -0.14132 -0.26212 2.7 0.2 0.1 -0.139
H -2.37995 0.37244 2.21915 0.1 -0.1 0.0 0.254
H -2.18616 -1.20666 1.42273 0.0 0.0 -0.1 0.337
H 1.99183 0.79106 0.56865 0.4 0.2 0.1 0.296
H -0.50919 -1.20651 -0.46144 -0.1 0.0 -0.1 0.394
H 1.42527 -1.10701 -1.74698 0.0 0.2 0.1 0.286
H 0.18972 1.63916 -1.66913 0.1 0.1 -0.1 0.390
H 2.33116 0.32286 -1.96567 -0.3 0.0 0.1 0.323
H -0.82416 -0.49998 2.34057 0.0 0.0 0.0 0.323